The following is a quantum chemistry calculation of 2 unconnected molecules or ions with the total composition C38H69IN3O5, from OMol25.

The molar mass is 774.9 g/mol. For the LUMO energy, the calculation gives 1.90 eV. Its spin multiplicity is 1. As for the charge: -1. As for the gap between HOMO and LUMO: 3.769 eV. The max |F| is 0.021 hartree/bohr.

Structure (XYZ):
```
116
Properties=species:S:1:pos:R:3:forces:R:3:mulliken_charge:R:1
C -7.39316 -3.60498 -1.88113 0.460 0.086 -0.030 -1.192
C -6.87413 -3.44751 -0.45022 -0.060 -0.086 -0.101 -0.377
C -5.32955 -3.36962 -0.28152 -0.271 -0.019 -0.178 -0.297
C -4.51158 -3.27074 -1.56974 0.626 0.210 0.214 -0.589
C -2.96575 -3.42019 -1.38886 -0.848 -0.089 0.458 0.181
C -2.43249 -3.12026 0.01083 0.471 0.184 -0.287 -0.633
C -0.90234 -3.04777 0.01032 -0.463 0.015 0.372 0.006
C -0.36444 -2.82892 1.42441 0.461 0.032 -0.241 -0.592
C 1.10679 -2.34725 1.40899 -0.485 0.227 -0.449 -1.334
C 1.22678 -0.84516 1.64493 0.689 0.057 0.376 -0.031
C 0.95828 -0.40321 3.11145 -0.560 0.221 -0.892 -0.159
C -0.40559 0.31908 3.26187 0.260 -0.561 0.581 -1.573
C -0.30545 1.83703 3.34228 -0.222 0.364 -0.858 0.559
C 0.19997 2.40227 1.99287 0.181 -0.350 0.516 -0.232
N 0.27742 3.83259 1.99663 -0.405 0.055 0.293 0.778
C -0.67001 4.59455 1.21953 0.184 0.106 -0.423 -0.738
C -0.70533 4.42109 -0.31375 -0.421 0.079 -0.028 -0.594
C -1.63129 3.31188 -0.82837 0.481 -0.011 -0.532 0.153
N -1.90065 3.49663 -2.27084 -0.022 0.001 0.353 -0.730
O 1.56890 4.35927 2.05748 -0.001 -0.093 -0.115 -0.451
C 2.41277 4.06742 0.94425 0.708 0.108 -0.100 -0.322
C 3.74952 3.53910 1.45337 -0.375 -0.407 -0.046 -0.329
C 4.66606 3.10298 0.31586 0.062 -0.122 -0.073 -0.904
C 4.10049 1.93219 -0.50365 0.399 -0.051 -0.170 -0.619
O -1.54410 2.46282 3.67970 0.101 -0.135 0.125 -0.301
C -2.66048 1.94730 3.03782 -0.300 0.222 0.069 -0.803
I -4.29545 3.29380 3.42445 0.137 -0.095 -0.059 -0.017
O 0.63491 2.31058 4.29445 0.234 -0.555 0.193 -0.225
C 0.62639 1.79109 5.54069 -0.122 0.066 0.248 0.332
O -0.30816 1.24674 6.06311 0.027 -0.071 -0.164 -0.536
C 1.91465 2.03843 6.26820 -0.132 0.524 0.060 0.211
C 1.87964 2.95752 7.31681 0.104 -0.255 -0.170 -0.477
C 3.04005 3.23784 8.01834 0.016 0.143 0.185 -0.623
C 4.23292 2.61193 7.68767 0.065 -0.220 -0.163 -0.371
C 4.26478 1.68615 6.65195 -0.175 0.252 0.140 -0.832
C 3.10422 1.41042 5.94035 0.262 -0.170 -0.205 0.033
H -8.48184 -3.58767 -1.92047 -0.025 -0.113 0.039 0.384
H -7.01845 -4.53280 -2.31596 -0.222 -0.072 -0.040 0.289
H -7.02095 -2.80538 -2.52424 -0.082 0.050 0.027 0.290
H -7.23786 -4.30035 0.12875 -0.068 0.068 0.066 0.263
H -7.34286 -2.56362 -0.01107 0.050 0.022 0.017 0.326
H -5.10740 -2.48717 0.31923 0.104 -0.106 0.150 0.104
H -5.00128 -4.23605 0.29505 0.060 -0.010 -0.005 0.243
H -4.81824 -4.03463 -2.28350 -0.161 0.110 -0.096 0.338
H -4.69132 -2.28949 -2.01824 -0.177 -0.072 -0.124 0.241
H -2.46565 -2.74869 -2.08620 0.245 -0.293 -0.160 -0.468
H -2.71506 -4.45512 -1.62896 0.295 0.086 -0.162 0.390
H -2.80053 -2.14083 0.34385 -0.113 -0.058 0.113 0.220
H -2.75136 -3.87053 0.74123 -0.180 0.042 0.009 0.246
H -0.60173 -2.23181 -0.65303 0.186 -0.151 -0.102 -0.180
H -0.48580 -3.96211 -0.41511 0.102 0.098 -0.149 0.187
H -0.43213 -3.74941 2.01042 -0.237 0.022 0.035 0.466
H -1.00373 -2.07309 1.89284 0.057 -0.099 0.292 0.156
H 1.50292 -2.53882 0.40781 0.061 -0.210 0.064 0.314
H 1.72774 -2.89787 2.11910 0.010 0.075 0.094 0.498
H 2.24455 -0.53795 1.37507 -0.036 -0.020 -0.032 0.106
H 0.57308 -0.30228 0.95769 -0.082 -0.096 -0.061 -0.063
H 1.75727 0.27642 3.40376 0.064 -0.110 0.306 -0.437
H 0.96034 -1.28900 3.74481 0.158 0.086 0.161 0.760
H -0.92779 -0.05606 4.14335 -0.004 0.144 -0.014 0.724
H -1.00792 0.03630 2.39907 -0.139 0.239 -0.032 0.947
H -0.45515 2.01037 1.21175 -0.012 0.117 -0.056 0.157
H 1.17907 1.94554 1.83262 0.039 0.112 -0.152 -0.049
H -1.66672 4.37261 1.61581 0.018 -0.051 0.066 0.165
H -0.49275 5.64634 1.44764 0.106 -0.042 0.099 0.440
H -1.08385 5.35462 -0.74132 0.003 -0.003 0.005 0.389
H 0.27955 4.27131 -0.75554 0.087 0.087 0.118 0.064
H -1.13070 2.34578 -0.72553 -0.171 -0.057 0.236 -0.058
H -2.55978 3.29288 -0.25071 -0.003 -0.017 0.053 0.308
H -1.62602 2.67157 -2.78532 -0.104 0.014 -0.084 0.240
H -2.88535 3.65312 -2.43324 0.017 -0.037 -0.094 0.259
H 2.59593 4.98261 0.36669 -0.211 0.007 -0.045 0.539
H 1.98003 3.32380 0.27411 -0.211 0.021 0.077 0.085
H 4.22444 4.25697 2.12346 -0.013 0.105 -0.076 0.431
H 3.52617 2.64607 2.05089 0.060 0.091 0.129 -0.051
H 4.88551 3.93483 -0.36026 -0.005 0.079 0.094 0.347
H 5.62447 2.79481 0.73911 -0.002 0.080 0.064 0.418
H 4.91656 1.28381 -0.82919 -0.055 -0.032 -0.026 0.520
H 3.60452 2.25422 -1.41902 -0.215 0.036 0.120 0.285
H 3.41654 1.30431 0.07040 -0.067 0.065 0.021 -0.142
H -2.57554 1.92074 1.95042 0.059 -0.039 -0.004 0.272
H -2.98995 0.98746 3.42966 0.041 -0.017 0.000 0.496
H 0.94313 3.44500 7.55267 0.019 0.018 0.085 0.449
H 3.02008 3.95063 8.83352 -0.030 0.024 -0.033 0.371
H 5.14586 2.83417 8.22497 -0.052 0.054 0.070 0.379
H 5.19612 1.20279 6.38989 -0.026 -0.062 -0.029 0.398
H 3.15521 0.69755 5.12749 -0.142 0.016 -0.047 0.507
C 3.30678 -2.00523 -3.67325 0.179 0.125 0.053 -1.980
C 1.89766 -1.38016 -3.69195 0.179 0.111 -0.236 2.194
C 1.83177 -0.33428 -4.81585 -0.060 0.166 -0.140 -1.219
C 1.78055 -0.91752 -6.23144 -0.048 -0.015 0.003 -0.780
C 1.10942 -2.29901 -6.27567 0.159 0.045 -0.098 -1.462
C 0.17552 -2.58214 -5.09294 -0.018 0.196 -0.241 1.913
N 0.93263 -2.47218 -3.86491 0.187 -0.502 0.293 0.099
O 0.14101 -2.71828 -2.73463 -0.188 0.163 0.056 -0.674
C -0.29145 -4.03366 -5.21373 -0.200 -0.141 -0.105 -1.876
C -1.07299 -1.67987 -5.16910 -0.176 0.078 -0.054 -1.318
C 1.70116 -0.63483 -2.37694 -0.039 0.105 0.201 -1.633
H 3.37076 -2.73062 -2.86047 -0.078 -0.036 -0.023 0.376
H 4.09026 -1.24796 -3.52391 -0.051 -0.001 0.010 0.293
H 3.51480 -2.52870 -4.60793 -0.052 -0.013 -0.015 0.400
H 0.94501 0.28621 -4.66008 -0.001 -0.055 0.088 0.263
H 2.68444 0.34916 -4.72622 0.018 -0.037 0.026 0.585
H 1.23596 -0.22083 -6.87569 0.016 0.014 0.003 0.370
H 2.78735 -0.98628 -6.65321 0.004 -0.033 0.026 0.338
H 0.55923 -2.40648 -7.21621 -0.080 -0.034 0.054 0.536
H 1.87766 -3.07822 -6.28823 -0.005 -0.006 0.122 0.307
H 0.55821 -4.70849 -5.09689 0.030 0.042 0.039 0.425
H -0.74821 -4.21232 -6.19514 0.002 0.045 0.000 0.431
H -1.02371 -4.26778 -4.44183 0.077 0.057 0.081 0.190
H -1.61289 -1.84341 -6.10895 0.026 -0.024 0.005 0.402
H -0.82440 -0.61852 -5.11161 0.008 -0.019 -0.002 0.289
H -1.74641 -1.91376 -4.34383 0.115 -0.011 0.080 0.005
H 2.46784 0.14160 -2.28612 0.051 0.056 -0.065 0.070
H 1.78734 -1.30744 -1.52505 -0.081 -0.042 -0.055 0.141
H 0.71878 -0.15998 -2.33498 -0.038 -0.097 0.009 0.378
```
Forces are in eV/Å.

---

The following is a quantum chemistry calculation of a molecular structure, C38H71BF9N6O11P2S2, from OMol25.

The molar mass is 1095.9 g/mol. For the LUMO energy (alpha / beta), the calculation gives -0.18 / -0.18 eV. Its spin multiplicity is 4. The expectation value of S² is 3.762. As for the gap between HOMO and LUMO (alpha / beta): 7.580 / 8.732 eV. The max |F| is 0.022 hartree/bohr.

Structure (XYZ):
```
140
Properties=species:S:1:pos:R:3:forces:R:3:mulliken_charge:R:1
C 1.78228 1.07324 7.10539 -0.079 0.084 0.158 -1.029
N 1.29463 1.54704 5.81105 -0.105 -0.181 0.327 0.008
C 0.32127 0.71114 5.11544 -0.223 0.220 -0.073 -1.718
C 0.45018 0.51541 3.54569 0.088 0.144 0.045 0.477
P 0.98483 2.15167 2.76093 -0.015 -0.005 -0.566 0.916
O 0.20940 3.22588 3.68023 0.150 -0.145 0.330 -0.650
O 2.48621 2.45831 3.16540 -0.114 0.054 -0.130 -0.530
S 0.57298 2.36090 0.89952 -0.063 -0.001 0.266 -0.373
N -0.91159 0.28045 3.06862 0.210 -0.063 0.415 0.346
C -1.29739 -1.03169 3.15792 0.171 0.077 0.019 -0.015
O -2.42392 -1.43266 3.09459 -0.517 -0.163 -0.076 -0.672
C -0.04282 -1.88429 3.18944 0.456 -0.404 -0.949 1.382
C 0.00612 -3.11447 4.12655 -0.297 -0.034 0.238 -2.083
B -0.67101 -3.06109 5.56705 0.131 -0.091 0.248 0.289
O -0.01865 -3.66038 6.64536 -0.028 0.578 -0.032 -0.643
O -1.93107 -2.54359 5.75057 0.424 0.670 -0.467 -0.381
C 1.14111 -0.86019 3.13642 -0.352 0.347 0.559 -0.363
P 2.75871 -1.38807 4.13884 -0.159 0.113 -0.045 -0.050
N 2.11940 -1.62308 5.73499 0.388 -0.421 0.049 -0.445
O 3.37063 0.12263 4.24940 0.328 -0.309 0.367 -0.392
S 1.92940 -0.99892 1.48865 0.240 -0.227 0.091 1.010
O 2.41158 -2.35245 1.41805 -0.043 0.164 0.024 -0.641
O 2.85505 0.09005 1.35289 -0.097 -0.033 -0.084 -0.556
C 0.65168 -1.04816 0.06264 0.114 -0.135 -0.200 0.603
F -0.47655 -0.45746 0.42074 -0.166 0.164 0.081 -0.176
F 0.37048 -2.35334 -0.12509 0.008 -0.074 -0.006 -0.269
C 1.12994 -0.48838 -1.33042 -0.099 -0.192 0.142 0.565
F 0.02378 -0.00105 -1.92051 -0.021 0.112 -0.123 -0.347
F 2.01439 0.49685 -1.19805 0.107 0.085 0.037 -0.214
C 1.70835 -1.51773 -2.37026 0.209 0.216 0.109 0.470
F 2.15003 -0.74172 -3.38204 0.002 0.047 -0.163 -0.315
F 0.72455 -2.28811 -2.83254 -0.195 -0.223 -0.062 -0.294
C 2.90950 -2.41923 -1.95845 -0.064 0.073 0.069 0.688
F 3.72031 -1.73857 -1.15168 0.085 0.067 0.072 -0.194
F 2.50651 -3.52411 -1.35292 -0.076 -0.049 0.091 -0.236
F 3.59070 -2.76784 -3.04697 0.006 -0.015 -0.112 -0.270
H 1.84189 1.91456 7.80233 0.017 -0.122 -0.115 0.414
H 1.13458 0.31115 7.56268 0.117 0.103 -0.058 0.322
H 2.80472 0.66543 7.04731 -0.166 0.106 0.067 0.232
H 0.89556 2.46111 5.96474 0.207 0.047 -0.298 0.402
H 0.25561 -0.27024 5.59448 0.036 0.099 -0.205 0.408
H -0.68461 1.15430 5.21478 0.122 -0.137 0.125 0.592
H -0.53896 2.87587 4.17675 -0.001 0.089 -0.146 0.466
H 3.07883 2.12406 2.46890 -0.085 -0.025 0.163 0.418
H -1.62725 0.99238 3.13447 0.037 -0.090 -0.143 0.318
H -0.09098 -2.33720 2.19053 0.062 0.019 0.141 0.249
H 1.03841 -3.45915 4.24310 -0.129 -0.002 -0.179 0.385
H -0.49630 -3.93167 3.58645 0.033 0.119 0.119 0.501
H 0.58742 -3.06694 7.10281 -0.030 -0.325 0.005 0.213
H -1.99853 -1.88373 6.45057 -0.217 -0.584 0.278 0.298
H 2.61429 -1.07772 6.43736 -0.192 -0.056 -0.179 0.174
H 2.29853 -2.60293 5.95551 -0.060 0.122 0.020 0.357
H 3.52533 0.44485 5.14758 -0.184 0.189 -0.304 0.303
C 2.78415 3.32281 -8.89148 -0.035 -0.084 -0.013 -2.025
C 1.54460 3.71102 -8.06512 0.270 -0.004 -0.431 2.023
C 1.95291 4.28970 -6.70529 -0.049 0.020 0.170 -0.983
C 2.48604 3.24396 -5.72856 -0.012 -0.038 -0.090 -0.700
C 1.50201 2.08687 -5.57564 -0.017 0.169 0.157 -0.733
C 1.09534 1.45131 -6.90761 0.241 -0.491 -0.209 1.862
N 0.63849 2.53255 -7.84205 -0.125 0.513 0.877 0.363
O -0.57791 2.88156 -7.62864 -0.049 -0.152 -0.314 -0.500
C 2.25822 0.64347 -7.49817 0.006 0.074 -0.074 -1.683
C -0.06092 0.48067 -6.69445 -0.094 0.036 0.072 -1.941
C 0.77011 4.75758 -8.86009 -0.068 0.060 0.040 -1.578
H 3.10617 4.18025 -9.48220 -0.010 0.023 0.036 0.519
H 3.63120 3.02334 -8.27788 -0.016 -0.032 0.012 0.320
H 2.55673 2.51235 -9.58346 -0.009 0.022 -0.018 0.330
H 1.08069 4.77881 -6.25893 -0.039 -0.043 -0.045 0.056
H 2.69959 5.06916 -6.87942 -0.005 0.009 0.002 0.416
H 3.46327 2.87620 -6.05313 -0.010 -0.014 -0.028 0.327
H 2.64724 3.71019 -4.75495 0.026 -0.004 0.000 0.434
H 1.92480 1.30598 -4.93978 -0.004 0.002 0.004 -0.108
H 0.60130 2.45028 -5.07036 -0.037 0.001 -0.080 0.428
H 2.02027 0.30951 -8.50906 -0.006 -0.012 0.009 0.349
H 2.41736 -0.23929 -6.87825 -0.033 0.002 0.010 0.422
H 3.19870 1.18505 -7.52866 -0.004 0.015 0.001 0.305
H -0.89873 0.95331 -6.18868 0.000 0.025 -0.035 0.363
H 0.29246 -0.34904 -6.08007 0.008 0.003 -0.008 0.394
H -0.41556 0.08283 -7.64610 0.015 0.006 -0.004 0.469
H 0.41815 4.34762 -9.80789 0.013 -0.010 0.002 0.464
H 1.43731 5.59545 -9.06881 0.005 -0.016 -0.007 0.487
H -0.08918 5.13034 -8.30832 -0.016 -0.044 0.002 -0.013
C 1.62623 -9.79114 6.96389 -0.059 0.048 -0.046 -1.778
C 1.72191 -8.65906 8.00344 0.149 -0.280 -0.400 1.792
C 1.48710 -9.19664 9.41979 -0.063 0.035 0.161 -1.248
C 0.03157 -9.56376 9.70364 0.007 0.030 -0.088 -0.489
C -0.90371 -8.39945 9.38147 0.094 -0.003 0.174 -1.303
C -0.72886 -7.85643 7.95976 -0.309 -0.166 -0.436 1.762
N 0.72619 -7.56914 7.72836 0.005 0.089 0.949 0.603
O 1.08851 -6.43454 8.20742 0.010 0.005 -0.306 -0.593
C -1.28285 -8.85177 6.93193 0.102 -0.016 -0.034 -1.747
C -1.50655 -6.55812 7.78446 -0.029 0.122 0.117 -1.974
C 3.12024 -8.05973 7.90003 0.048 0.061 0.085 -1.959
H 2.60957 -10.24168 6.83043 0.003 0.006 0.044 0.482
H 0.94906 -10.58948 7.25973 -0.031 0.019 -0.003 0.318
H 1.30484 -9.40862 5.99557 0.030 0.005 -0.004 0.325
H 1.80638 -8.43494 10.13804 -0.008 0.047 -0.056 0.404
H 2.13641 -10.06385 9.56657 0.004 0.001 0.009 0.338
H -0.25782 -10.45403 9.13905 0.003 0.011 -0.030 0.303
H -0.07163 -9.82848 10.75757 -0.008 -0.027 -0.004 0.379
H -1.94704 -8.69912 9.50784 -0.004 -0.001 0.004 0.396
H -0.71917 -7.58625 10.09045 0.043 0.032 -0.057 0.373
H -1.03032 -8.53764 5.91838 -0.014 0.008 0.002 0.351
H -2.36947 -8.87129 7.01838 0.001 0.035 0.011 0.467
H -0.93339 -9.86996 7.07164 0.012 0.000 0.008 0.303
H -1.24197 -5.81742 8.53421 0.070 -0.002 -0.028 0.391
H -2.57324 -6.77134 7.87293 0.014 -0.045 -0.012 0.456
H -1.32101 -6.12014 6.80400 0.024 -0.017 0.003 0.375
H 3.28326 -7.62068 6.91469 -0.013 -0.016 -0.006 0.442
H 3.84923 -8.85751 8.05027 -0.011 -0.003 -0.015 0.463
H 3.28833 -7.29194 8.65010 -0.038 0.028 -0.022 0.362
C -2.30482 5.51553 -5.97227 0.033 -0.033 0.078 -1.561
C -3.38432 5.96351 -6.97324 0.312 -0.376 0.207 1.820
C -2.86770 7.10850 -7.85197 -0.051 0.155 -0.085 -1.104
C -2.75517 8.44314 -7.11739 -0.023 -0.065 0.053 -0.471
C -4.07218 8.80767 -6.43454 0.037 0.049 -0.173 -1.311
C -4.60556 7.70335 -5.51567 0.078 -0.035 0.499 1.621
N -4.63764 6.41369 -6.28042 -0.054 0.597 -0.727 0.498
O -5.68333 6.30401 -7.01683 -0.018 -0.213 0.244 -0.627
C -3.74852 7.59225 -4.24862 0.028 -0.075 -0.028 -1.732
C -6.02672 8.02863 -5.07025 -0.069 0.061 -0.062 -1.843
C -3.72267 4.75639 -7.84181 -0.053 0.022 -0.119 -1.733
H -1.69605 4.73581 -6.43246 -0.013 0.015 -0.030 0.152
H -1.62838 6.31752 -5.67899 -0.044 0.034 0.026 0.163
H -2.74851 5.09309 -5.07069 -0.020 -0.009 -0.017 0.450
H -3.54589 7.22789 -8.70281 -0.049 -0.035 0.042 0.461
H -1.89718 6.81198 -8.25892 -0.002 0.001 -0.011 0.067
H -1.94167 8.41337 -6.38740 -0.012 -0.026 0.020 0.309
H -2.49137 9.22529 -7.83208 0.024 0.009 0.013 0.408
H -3.95894 9.72055 -5.84379 0.000 0.006 -0.002 0.407
H -4.82494 9.01681 -7.20098 -0.027 -0.075 0.014 0.384
H -4.03639 6.71615 -3.66623 -0.008 0.009 0.004 0.363
H -3.91713 8.47775 -3.63459 -0.034 0.002 -0.015 0.451
H -2.68233 7.53673 -4.44433 0.001 -0.008 -0.014 0.325
H -6.68284 8.21618 -5.91580 0.009 -0.044 -0.013 0.385
H -5.99910 8.92264 -4.44483 0.009 -0.011 0.004 0.418
H -6.44720 7.20910 -4.48637 0.016 -0.005 -0.002 0.438
H -4.14416 3.95083 -7.23910 0.012 0.007 0.015 0.435
H -2.80209 4.39331 -8.30157 0.005 -0.014 0.035 0.390
H -4.43341 5.00752 -8.62485 -0.038 0.012 0.042 0.426
```
Forces are in eV/Å.